# 1
Density functional theory data (the ωB97M-V functional and the def2-TZVPD basis) for one molecule with the formula C3H5NO.

- SMILES string = O=C1CNC1
- HOMO level (Ha) = -0.35985
- multiplicity = 1
- total charge = 0
- gap between HOMO and LUMO (eV) = 10.8
- relative energy (zero: lowest compared OMol25 entry of this formula, charge and spin) (eV) = 1.760
- LUMO energy (eV) = 0.99

Each atom is followed by the atoms it is bonded to, with distances in Å.
Geometry (Å):
1 H -0.347 -0.612 -1.675  C8 1.102
2 H -1.201 -0.209 1.084  N4 1.020
3 O 2.081 -0.708 0.545  C10 1.199
4 N -1.016 0.183 0.161  H2 1.020, C7 1.464, C8 1.464
5 H -0.847 -1.827 -0.482  C8 1.104
6 H 0.166 1.626 1.197  C7 1.098
7 C 0.182 1.017 0.282  N4 1.464, H6 1.098, H9 1.099, C10 1.588
8 C -0.327 -0.860 -0.602  H1 1.102, N4 1.464, H5 1.104, C10 1.643
9 H 0.253 1.683 -0.590  C7 1.099
10 C 1.056 -0.293 0.080  O3 1.199, C7 1.588, C8 1.643

# 2
Density functional theory data (the ωB97M-V functional and the def2-TZVPD basis) for one molecule with the formula C5H8N2S.

- SMILES string = C=CC(=S)/C(N)=N\C
- HOMO level (Ha) = -0.31679
- multiplicity = 1
- total charge = 0
- gap between HOMO and LUMO (eV) = 7.8
- relative energy (zero: lowest compared OMol25 entry of this formula, charge and spin) (eV) = 1.945
- LUMO energy (eV) = -0.84

Each atom is followed by the atoms it is bonded to, with distances in Å.
Geometry (Å):
1 N 0.616 1.556 -0.621  C11 1.234, C15 1.417
2 H 0.340 1.448 -2.716  C15 1.124
3 N -0.401 1.509 1.427  H6 1.022, C11 1.372, H16 1.014
4 H -1.217 -2.344 -0.437  C9 1.096
5 H 1.930 1.506 -2.111  C15 1.093
6 H -0.401 2.528 1.347  N3 1.022
7 H -1.886 0.571 -1.164  C13 1.099
8 H 0.954 -0.078 -1.942  C15 1.109
9 C -1.165 -1.249 -0.436  H4 1.096, C10 1.467, C13 1.335
10 C -0.070 -0.604 0.297  C9 1.467, C11 1.533, S14 1.616
11 C 0.034 0.925 0.264  N1 1.234, N3 1.372, C10 1.533
12 H -2.803 -1.076 -1.674  C13 1.096
13 C -2.058 -0.512 -1.102  H7 1.099, C9 1.335, H12 1.096
14 S 1.035 -1.418 1.151  C10 1.616
15 C 0.973 1.029 -1.887  N1 1.417, H2 1.124, H5 1.093, H8 1.109
16 H -1.258 1.147 1.830  N3 1.014

# 3
Density functional theory data (the ωB97M-V functional and the def2-TZVPD basis) for one molecule with the formula C10H19N3O3.

- SMILES string = CN(C)C[C@@H](O)CN1C(=O)NC(C)(C)C1=O
- HOMO level (Ha) = -0.30091
- multiplicity = 1
- total charge = 0
- gap between HOMO and LUMO (eV) = 8.8
- relative energy (zero: lowest compared OMol25 entry of this formula, charge and spin) (eV) = 0.000
- LUMO energy (eV) = 0.61

Each atom is followed by the atoms it is bonded to, with distances in Å.
Geometry (Å):
1 H 3.121 1.578 -0.890  C20 1.100
2 C 1.868 -0.421 0.737  H10 1.094, H11 1.095, N27 1.446, C28 1.554
3 O -0.470 2.419 -0.938  C26 1.202
4 H -4.721 0.191 0.370  C5 1.087
5 C -3.911 -0.355 -0.108  H4 1.087, H12 1.088, C22 1.529, H25 1.087
6 H -2.694 2.192 0.468  N24 1.005
7 H 4.543 -0.409 -0.193  C19 1.100
8 H 2.601 -0.853 -1.257  C28 1.096
9 C -2.577 -0.214 2.035  H14 1.088, H18 1.087, C22 1.529, H23 1.087
10 H 2.034 -1.287 1.383  C2 1.094
11 H 0.962 0.085 1.085  C2 1.095
12 H -3.908 -0.123 -1.171  C5 1.088
13 O -1.305 -1.978 -0.085  C29 1.209
14 H -1.642 0.123 2.476  C9 1.088
15 H 3.590 2.434 0.589  C20 1.090
16 O 1.402 -2.340 -0.719  C28 1.404, H33 0.973
17 C 0.583 -0.183 -1.490  H21 1.092, C28 1.542, N32 1.450, H34 1.095
18 H -3.401 0.325 2.498  C9 1.087
19 C 4.275 -0.121 0.834  H7 1.100, N27 1.447, H30 1.090, H31 1.088
20 C 2.883 1.715 0.175  H1 1.100, H15 1.090, N27 1.447, H35 1.088
21 H 0.966 0.786 -1.819  C17 1.092
22 C -2.571 0.025 0.524  C5 1.529, C9 1.529, N24 1.445, C29 1.530
23 H -2.692 -1.277 2.230  C9 1.087
24 N -2.179 1.375 0.191  H6 1.005, C22 1.445, C26 1.349
25 H -4.078 -1.421 0.017  C5 1.087
26 C -1.041 1.444 -0.530  O3 1.202, N24 1.349, N32 1.410
27 N 2.969 0.492 0.945  C2 1.446, C19 1.447, C20 1.447
28 C 1.660 -0.960 -0.705  C2 1.554, H8 1.096, O16 1.404, C17 1.542
29 C -1.439 -0.777 -0.123  O13 1.209, C22 1.530, N32 1.357
30 H 5.020 0.587 1.194  C19 1.090
31 H 4.306 -1.010 1.461  C19 1.088
32 N -0.613 0.115 -0.726  C17 1.450, C26 1.410, C29 1.357
33 H 0.488 -2.492 -0.422  O16 0.973
34 H 0.305 -0.781 -2.365  C17 1.095
35 H 1.881 2.132 0.255  C20 1.088

The lowest relative energy (zero: lowest compared OMol25 entry of this formula, charge and spin) belongs to which entry? C10H19N3O3

The highest relative energy (zero: lowest compared OMol25 entry of this formula, charge and spin) belongs to which entry? C5H8N2S

Please write out number 3 again, unchanged.
Density functional theory data (the ωB97M-V functional and the def2-TZVPD basis) for one molecule with the formula C10H19N3O3.

- SMILES string = CN(C)C[C@@H](O)CN1C(=O)NC(C)(C)C1=O
- HOMO level (Ha) = -0.30091
- multiplicity = 1
- total charge = 0
- gap between HOMO and LUMO (eV) = 8.8
- relative energy (zero: lowest compared OMol25 entry of this formula, charge and spin) (eV) = 0.000
- LUMO energy (eV) = 0.61

Each atom is followed by the atoms it is bonded to, with distances in Å.
Geometry (Å):
1 H 3.121 1.578 -0.890  C20 1.100
2 C 1.868 -0.421 0.737  H10 1.094, H11 1.095, N27 1.446, C28 1.554
3 O -0.470 2.419 -0.938  C26 1.202
4 H -4.721 0.191 0.370  C5 1.087
5 C -3.911 -0.355 -0.108  H4 1.087, H12 1.088, C22 1.529, H25 1.087
6 H -2.694 2.192 0.468  N24 1.005
7 H 4.543 -0.409 -0.193  C19 1.100
8 H 2.601 -0.853 -1.257  C28 1.096
9 C -2.577 -0.214 2.035  H14 1.088, H18 1.087, C22 1.529, H23 1.087
10 H 2.034 -1.287 1.383  C2 1.094
11 H 0.962 0.085 1.085  C2 1.095
12 H -3.908 -0.123 -1.171  C5 1.088
13 O -1.305 -1.978 -0.085  C29 1.209
14 H -1.642 0.123 2.476  C9 1.088
15 H 3.590 2.434 0.589  C20 1.090
16 O 1.402 -2.340 -0.719  C28 1.404, H33 0.973
17 C 0.583 -0.183 -1.490  H21 1.092, C28 1.542, N32 1.450, H34 1.095
18 H -3.401 0.325 2.498  C9 1.087
19 C 4.275 -0.121 0.834  H7 1.100, N27 1.447, H30 1.090, H31 1.088
20 C 2.883 1.715 0.175  H1 1.100, H15 1.090, N27 1.447, H35 1.088
21 H 0.966 0.786 -1.819  C17 1.092
22 C -2.571 0.025 0.524  C5 1.529, C9 1.529, N24 1.445, C29 1.530
23 H -2.692 -1.277 2.230  C9 1.087
24 N -2.179 1.375 0.191  H6 1.005, C22 1.445, C26 1.349
25 H -4.078 -1.421 0.017  C5 1.087
26 C -1.041 1.444 -0.530  O3 1.202, N24 1.349, N32 1.410
27 N 2.969 0.492 0.945  C2 1.446, C19 1.447, C20 1.447
28 C 1.660 -0.960 -0.705  C2 1.554, H8 1.096, O16 1.404, C17 1.542
29 C -1.439 -0.777 -0.123  O13 1.209, C22 1.530, N32 1.357
30 H 5.020 0.587 1.194  C19 1.090
31 H 4.306 -1.010 1.461  C19 1.088
32 N -0.613 0.115 -0.726  C17 1.450, C26 1.410, C29 1.357
33 H 0.488 -2.492 -0.422  O16 0.973
34 H 0.305 -0.781 -2.365  C17 1.095
35 H 1.881 2.132 0.255  C20 1.088

Which formula does entry 2 have? C5H8N2S